DFT (ωB97M-V/def2-TZVPD) results for the molecule C4H8N2.

Values from the calculation:
M, g/mol: 84.1
Strongest force on any atom, eV/A: 0.55
Frontier orbital gap, eV: 9.80
Structure (SMILES): C=C=NNCC
E_LUMO, eV: 1.03
Energy above the lowest of the compared OMol25 structures with the same formula, charge and spin, kJ/mol: 231.1

ORCA input file:
```
! RIJCOSX wB97M-V def2-TZVPD def2/J DEFGRID3
* xyz 0 1
C -3.037 -0.304 -1.456
C -2.141 0.046 -0.571
N -1.287 0.443 0.221
N 0.043 0.106 -0.075
C 0.980 0.448 0.985
C 2.356 -0.038 0.552
H -3.544 -1.261 -1.424
H -3.255 0.370 -2.277
H 0.094 -0.881 -0.313
H 0.706 0.031 1.968
H 0.971 1.538 1.082
H 2.617 0.396 -0.418
H 2.371 -1.131 0.447
H 3.125 0.236 1.279
*
```

These are the natural (NBO) partial charges, in e, on atoms 1 to 6: number 1, C, carries -0.59; number 2, C, carries 0.35; number 3, N, carries -0.29; number 4, N, carries -0.45; number 5, C, carries -0.22; number 6, C, carries -0.62


DFT (ωB97M-V/def2-TZVPD) results for the molecule C4H8N2 in a non-equilibrium geometry.

Values from the calculation:
M, g/mol: 84.1
Strongest force on any atom, eV/A: 3.89
Frontier orbital gap, eV: 10.46
Structure (SMILES): C=CC/C=N\N
E_LUMO, eV: 1.04
Energy above the lowest of the compared OMol25 structures with the same formula, charge and spin, kJ/mol: 248.1

ORCA input file:
```
! RIJCOSX wB97M-V def2-TZVPD def2/J DEFGRID3
* xyz 0 1
C 2.522 -0.336 -0.409
C 1.572 0.416 0.061
C 0.127 -0.016 0.239
C -0.945 0.979 -0.206
N -2.174 0.647 -0.303
N -2.537 -0.717 -0.239
H 2.360 -1.525 -0.566
H 3.511 0.084 -0.383
H 1.750 1.536 0.395
H 0.028 -0.942 -0.299
H 0.010 -0.342 1.330
H -0.737 2.097 -0.292
H -1.990 -1.196 0.523
H -3.497 -0.685 0.149
*
```

These are the natural (NBO) partial charges, in e, on atoms 1 to 6: number 1, C, carries -0.41; number 2, C, carries -0.16; number 3, C, carries -0.54; number 4, C, carries 0.05; number 5, N, carries -0.24; number 6, N, carries -0.64


DFT (ωB97M-V/def2-TZVPD) results for the molecule C4H8N2 in a non-equilibrium geometry.

Values from the calculation:
M, g/mol: 84.1
Strongest force on any atom, eV/A: 1.12
Frontier orbital gap (spin up / spin down), eV: 8.20 / 6.74
E_LUMO (spin up / spin down), eV: 0.20 / 0.06
Energy above the lowest of the compared OMol25 structures with the same formula, charge and spin, kJ/mol: 341.9

ORCA input file:
```
! RIJCOSX wB97M-V def2-TZVPD def2/J DEFGRID3
* xyz 0 1
C -0.284 1.321 0.526
N -0.393 0.050 -0.170
C -1.520 -0.810 0.169
C 0.650 -0.435 -0.805
C 2.091 -0.175 -0.480
N 2.467 0.488 0.509
H -1.156 1.465 1.166
H -0.219 2.138 -0.198
H 0.677 1.298 1.079
H -1.443 -1.074 1.231
H -1.470 -1.728 -0.421
H -2.473 -0.307 -0.008
H 0.452 -1.365 -1.344
H 2.707 -0.870 -1.090
*
```

These are the natural (NBO) partial charges, in e, on atoms 1 to 6: number 1, C, carries -0.44; number 2, N, carries -0.33; number 3, C, carries -0.40; number 4, C, carries 0.02; number 5, C, carries -0.13; number 6, N, carries -0.38


DFT (ωB97M-V/def2-TZVPD) results for the molecule C4H8N2 in a non-equilibrium geometry.

Values from the calculation:
M, g/mol: 84.1
Strongest force on any atom, eV/A: 6.23
Frontier orbital gap, eV: 8.83
E_LUMO, eV: 0.78
Energy above the lowest of the compared OMol25 structures with the same formula, charge and spin, kJ/mol: 483.4

ORCA input file:
```
! RIJCOSX wB97M-V def2-TZVPD def2/J DEFGRID3
* xyz 0 1
C 1.010 0.119 -0.637
C 0.293 1.130 0.265
C -1.301 -0.960 0.175
C 0.833 -1.355 -0.339
N -1.141 1.201 0.296
N -1.941 0.133 0.519
H 0.577 0.242 -1.585
H 2.038 0.375 -0.632
H 0.500 0.843 1.271
H 0.585 2.087 0.105
H 1.000 -2.214 -0.891
H -1.954 -1.897 0.207
H 1.160 -1.672 0.619
H -1.659 1.969 0.629
*
```

These are the natural (NBO) partial charges, in e, on atoms 1 to 6: number 1, C, carries -0.45; number 2, C, carries -0.22; number 3, C, carries -0.06; number 4, C, carries -0.29; number 5, N, carries -0.46; number 6, N, carries -0.26


DFT (ωB97M-V/def2-TZVPD) results for the molecule C4H8N2 in a non-equilibrium geometry.

Values from the calculation:
M, g/mol: 84.1
Strongest force on any atom, eV/A: 1.92
Frontier orbital gap, eV: 10.28
Structure (SMILES): C=NN1C[C@@H]1C
E_LUMO, eV: 1.18
Energy above the lowest of the compared OMol25 structures with the same formula, charge and spin, kJ/mol: 247.9

ORCA input file:
```
! RIJCOSX wB97M-V def2-TZVPD def2/J DEFGRID3
* xyz 0 1
C 1.484 1.901 -1.002
N 0.248 1.528 -0.934
N 0.058 0.150 -0.679
C 0.786 -0.490 0.431
C -0.683 -0.225 0.514
C -1.738 -1.336 0.368
H 1.697 2.931 -1.270
H 2.283 1.129 -0.874
H 1.207 -1.460 0.207
H 1.481 0.094 1.042
H -0.931 0.663 1.112
H -1.300 -2.140 -0.192
H -1.939 -1.772 1.350
H -2.652 -0.972 -0.072
*
```

These are the natural (NBO) partial charges, in e, on atoms 1 to 6: number 1, C, carries -0.15; number 2, N, carries -0.22; number 3, N, carries -0.27; number 4, C, carries -0.30; number 5, C, carries -0.07; number 6, C, carries -0.61


DFT (ωB97M-V/def2-TZVPD) results for the molecule C4H8N2 in a non-equilibrium geometry.

Values from the calculation:
M, g/mol: 84.1
Strongest force on any atom, eV/A: 3.17
Frontier orbital gap, eV: 8.93
Structure (SMILES): CNN1C=C1C
E_LUMO, eV: 1.05
Energy above the lowest of the compared OMol25 structures with the same formula, charge and spin, kJ/mol: 523.6

ORCA input file:
```
! RIJCOSX wB97M-V def2-TZVPD def2/J DEFGRID3
* xyz 0 1
C 2.318 -0.063 -0.503
N 1.089 -0.062 0.421
N 0.229 -1.102 -0.054
C -0.681 -1.684 0.840
C -1.438 -0.809 0.327
C -2.463 0.221 0.008
H 1.866 -0.013 -1.561
H 2.775 0.844 -0.229
H 3.039 -0.904 -0.357
H 1.586 -0.297 1.261
H -0.817 -2.468 1.469
H -3.393 -0.239 0.297
H -2.547 0.350 -1.021
H -2.354 1.233 0.521
*
```

These are the natural (NBO) partial charges, in e, on atoms 1 to 6: number 1, C, carries -0.42; number 2, N, carries -0.48; number 3, N, carries -0.32; number 4, C, carries -0.10; number 5, C, carries 0.19; number 6, C, carries -0.67


DFT (ωB97M-V/def2-TZVPD) results for a cluster of 2 separate species, C4H8N2 in total in a non-equilibrium geometry.

Values from the calculation:
M, g/mol: 84.1
Strongest force on any atom, eV/A: 2.24
Frontier orbital gap (spin up / spin down), eV: 8.68 / 7.25
E_LUMO (spin up / spin down), eV: -0.63 / -1.11
Energy above the lowest of the compared OMol25 structures with the same formula, charge and spin, kJ/mol: 438.9

ORCA input file:
```
! RIJCOSX wB97M-V def2-TZVPD def2/J DEFGRID3
* xyz 0 1
C 0.571 0.734 -1.274
C -0.212 -0.381 1.964
C -0.792 0.483 -1.747
N -0.306 -0.859 0.614
C 1.264 0.013 -0.298
N 2.284 -0.174 0.303
H 0.045 -1.819 0.605
H 1.081 1.637 -1.600
H 0.849 -0.179 2.221
H -0.574 -1.111 2.697
H -0.765 0.555 2.075
H -1.442 0.265 -0.881
H -1.172 1.293 -2.366
H -0.830 -0.458 -2.313
*
```

These are the natural (NBO) partial charges, in e, on atoms 1 to 6: number 1, C, carries -0.13; number 2, C, carries -0.49; number 3, C, carries -0.68; number 4, N, carries -0.47; number 5, C, carries 0.18; number 6, N, carries -0.32


DFT (ωB97M-V/def2-TZVPD) results for a cluster of 2 separate species, C4H8N2 in total in a non-equilibrium geometry.

Values from the calculation:
M, g/mol: 84.1
Strongest force on any atom, eV/A: 1.07
Frontier orbital gap, eV: 8.08
E_LUMO, eV: 0.41
Energy above the lowest of the compared OMol25 structures with the same formula, charge and spin, kJ/mol: 297.2

ORCA input file:
```
! RIJCOSX wB97M-V def2-TZVPD def2/J DEFGRID3
* xyz 0 1
C -0.844 1.485 -0.178
N -0.065 0.316 0.262
C -0.632 -0.506 1.111
C 1.189 0.224 -0.255
C 2.032 -0.811 0.178
N 2.688 -1.692 0.567
H -1.901 1.222 -0.198
H -0.526 1.769 -1.181
H -0.675 2.309 0.517
H -0.063 -1.347 1.484
H -0.780 -1.949 -1.277
H -1.640 -0.296 1.442
H 1.518 0.987 -0.942
H -0.182 -1.674 -1.632
*
```

These are the natural (NBO) partial charges, in e, on atoms 1 to 6: number 1, C, carries -0.40; number 2, N, carries -0.20; number 3, C, carries -0.24; number 4, C, carries -0.33; number 5, C, carries 0.23; number 6, N, carries -0.35


DFT (ωB97M-V/def2-TZVPD) results for the molecule C4H8N2 in a non-equilibrium geometry.

Values from the calculation:
M, g/mol: 84.1
Strongest force on any atom, eV/A: 2.79
Frontier orbital gap (spin up / spin down), eV: 6.74 / 9.98
E_LUMO (spin up / spin down), eV: -0.64 / 0.51
Energy above the lowest of the compared OMol25 structures with the same formula, charge and spin, kJ/mol: 458.5

ORCA input file:
```
! RIJCOSX wB97M-V def2-TZVPD def2/J DEFGRID3
* xyz 0 1
C -1.551 -0.395 1.135
C -0.411 0.572 0.842
N 0.028 0.471 -0.545
C 1.481 -0.801 -1.355
C 1.450 0.585 -0.988
N 2.309 1.452 -1.013
H -1.244 -1.422 0.914
H -2.435 -0.168 0.528
H -1.847 -0.339 2.187
H -0.714 1.602 1.073
H 0.461 0.354 1.468
H -0.664 0.773 -1.226
H 1.332 -1.129 -2.382
H 1.805 -1.554 -0.638
*
```

These are the natural (NBO) partial charges, in e, on atoms 1 to 6: number 1, C, carries -0.61; number 2, C, carries -0.22; number 3, N, carries -0.63; number 4, C, carries -0.34; number 5, C, carries 0.20; number 6, N, carries -0.23